The following is a quantum chemistry calculation of C20H22AsLiN4S as an isolated structure in a non-equilibrium geometry, from OMol25.

Geometry (Å):
Li: 10.0980 5.0420 9.1935
C: 15.1381 6.7832 6.6184
C: 14.9904 7.3895 7.8193
C: 13.9991 6.9721 8.7177
C: 13.1181 5.9468 8.4355
C: 13.3335 5.2842 7.2154
C: 14.2661 5.7502 6.3180
N: 12.1723 5.4836 9.3349
C: 12.5529 5.2501 10.5529
C: 13.9349 5.1669 10.9770
C: 14.3171 5.2298 12.2586
C: 13.3863 5.1010 13.3648
C: 12.0523 5.0464 13.0587
C: 11.6542 5.1133 11.6683
N: 10.3248 5.1578 11.3200
N: 9.4276 5.1039 12.1935
C: 8.1730 5.0771 11.6054
C: 7.1097 5.2090 12.4272
C: 5.8430 5.3849 11.7832
C: 5.7061 5.3792 10.3745
C: 6.9134 5.1183 9.6364
N: 8.0816 4.9510 10.2459
H: 15.7530 7.1794 5.8024
H: 15.6596 8.1879 8.1018
H: 13.8995 7.4900 9.6593
H: 12.7113 4.4695 6.9843
H: 14.3889 5.2128 5.3507
H: 14.6257 5.1242 10.1885
H: 15.3448 5.1782 12.5936
H: 13.7696 5.0945 14.3933
H: 11.2790 4.9900 13.8258
H: 7.3251 5.3042 13.4390
H: 5.0064 5.5773 12.4629
H: 4.8005 5.6214 9.8348
H: 6.9458 5.0591 8.5465
C: 8.4845 8.9665 6.3003
As: 9.8509 7.7792 7.0498
C: 10.1222 8.3657 8.8592
C: 11.4817 8.1831 6.0629
S: 9.4383 5.7862 6.8114
H: 8.8709 10.0249 6.3234
H: 7.6764 8.9215 7.0256
H: 8.1841 8.6285 5.3429
H: 10.5232 9.3673 8.9327
H: 10.8600 7.5942 9.2496
H: 9.2247 8.2504 9.4144
H: 11.6453 9.2589 6.0160
H: 11.3060 7.7016 5.0808
H: 12.2770 7.5911 6.4995

Force components x, y, z for each atom (eV/Å):
Li 0.00 0.15 0.27
C -0.35 0.00 -1.81
C -0.23 0.54 1.46
C 0.35 1.10 -0.02
C 0.97 -1.06 -0.67
C -0.05 1.09 0.32
C 0.34 -1.33 -1.26
N -1.33 0.11 -1.06
C 0.85 0.01 2.81
C -0.67 0.34 -0.38
C -0.36 -1.17 2.11
C -0.31 0.58 -0.53
C 0.73 0.04 -0.61
C -1.34 0.20 0.64
N 1.45 -0.22 -0.47
N 0.49 -0.25 0.37
C 0.45 -0.24 -1.98
C -2.55 0.40 -2.57
C 0.40 0.05 0.28
C 1.94 -0.23 0.64
C -0.77 0.13 1.40
N -0.20 0.30 0.01
H 0.20 -0.23 0.65
H -0.04 0.22 0.10
H 0.05 0.08 0.17
H -0.68 -0.98 -0.36
H -0.22 0.49 0.74
H 1.14 0.03 -0.66
H 0.31 0.16 -0.58
H -0.29 -0.03 -0.51
H 0.19 -0.08 -0.35
H -0.22 0.07 1.74
H 0.02 -0.06 -0.57
H -0.11 -0.19 0.29
H -0.18 0.03 0.26
C 1.05 1.01 1.73
As 0.57 1.48 -0.69
C 1.53 -1.47 0.01
C -0.87 -0.68 -0.36
S -0.48 -1.08 0.15
H -0.31 -1.09 -0.31
H -0.31 -0.06 -0.17
H -0.26 -0.18 -0.90
H 0.08 0.16 -0.07
H -0.64 1.04 -0.24
H -0.89 0.02 0.48
H 0.24 -0.17 -0.09
H 0.04 0.65 0.29
H 0.30 0.32 0.32

E_LUMO (alpha / beta) = -0.39 / -0.39 eV